No. 1
Below is C31H30F12N3O3S2V as an isolated structure, with properties calculated with ωB97M-V/def2-TZVPD.

Structure (ORCA input):
```
! RIJCOSX wB97M-V def2-TZVPD def2/J DEFGRID3
* xyz -1 4
V -0.927 1.842 -0.636
C -1.124 -5.240 -1.367
C -1.250 -3.822 -0.881
C -1.087 -3.487 0.458
C -1.165 -2.174 0.867
C -1.451 -1.096 -0.005
N -1.540 0.189 0.503
C -2.036 0.362 1.784
C -3.028 -0.519 2.273
C -3.510 -0.490 3.562
C -3.049 0.456 4.470
C -3.528 0.503 5.896
C -2.170 1.404 3.976
C -1.678 1.423 2.668
C -0.922 2.695 2.234
O -0.256 2.658 1.049
C -1.987 3.831 2.110
F -1.415 5.004 1.775
F -2.714 4.066 3.218
F -2.856 3.517 1.141
C 0.152 3.137 3.285
F 1.015 4.019 2.759
F -0.325 3.725 4.402
F 0.883 2.082 3.685
C -1.572 -1.435 -1.384
C -1.483 -2.776 -1.760
C -1.787 -0.352 -2.466
O -1.038 0.763 -2.259
C -3.300 0.004 -2.526
F -4.081 -1.086 -2.666
F -3.599 0.827 -3.546
F -3.691 0.620 -1.404
C -1.352 -0.831 -3.889
F -2.163 -1.749 -4.468
F -1.304 0.195 -4.749
F -0.120 -1.360 -3.861
H -1.550 -5.946 -0.652
H -0.077 -5.521 -1.520
H -1.639 -5.376 -2.319
H -0.873 -4.259 1.192
H -1.017 -1.948 1.915
H -3.414 -1.266 1.592
H -4.263 -1.212 3.863
H -4.206 -0.327 6.105
H -4.064 1.430 6.111
H -2.698 0.437 6.604
H -1.873 2.195 4.649
H -1.616 -3.036 -2.800
C 4.735 -5.217 -1.224
C 4.061 -3.886 -1.033
C 4.661 -2.708 -1.463
C 4.022 -1.483 -1.320
C 2.772 -1.438 -0.729
C 2.147 -2.598 -0.301
C 2.796 -3.812 -0.450
S 1.928 0.141 -0.607
C 2.126 0.376 1.160
O 2.845 1.124 -1.268
H 5.797 -5.095 -1.440
H 4.287 -5.763 -2.058
H 4.638 -5.842 -0.336
H 5.642 -2.748 -1.924
H 4.473 -0.561 -1.665
H 1.150 -2.561 0.118
H 2.304 -4.720 -0.120
H 3.170 0.249 1.442
H 1.477 -0.340 1.669
H 1.754 1.378 1.372
C 2.458 4.282 -0.724
N 1.030 4.447 -0.978
C 0.286 3.956 -1.986
S -1.418 3.981 -1.809
N 0.798 3.517 -3.147
C 2.186 3.270 -3.517
H 2.629 4.593 0.305
H 3.053 4.926 -1.370
H 2.779 3.247 -0.825
H 0.467 4.551 -0.142
H 0.099 3.039 -3.695
H 2.770 4.187 -3.466
H 2.182 2.939 -4.554
H 2.641 2.491 -2.906
*
```

Results
strongest force on any atom = 0.77 eV/Å
HOMO level (spin up / spin down) = -0.128 / -0.151 Eh
gap between HOMO and LUMO (spin up / spin down) = 5.850 / 6.464 eV
molar mass = 835.65 g mol⁻¹
<S²> = 3.76

=====

No. 2
Below is an isolated ion of composition C4H2Br2FN2O2S and charge +1 in a non-equilibrium geometry, with properties calculated with ωB97M-V/def2-TZVPD.

Structure (ORCA input):
```
! RIJCOSX wB97M-V def2-TZVPD def2/J DEFGRID3
* xyz 1 1
O -2.110 -1.709 -1.294
S -1.670 -0.385 -1.495
O -2.513 0.709 -1.202
F -1.092 -0.179 -2.892
C -0.248 -0.164 -0.401
C -0.485 0.608 0.729
C 0.563 0.803 1.608
Br 0.362 1.827 3.130
C 1.785 0.187 1.312
N 1.975 -0.562 0.250
N 0.967 -0.697 -0.568
Br 1.317 -1.772 -2.063
H -1.463 1.028 0.895
H 2.613 0.305 1.991
*
```

Results
strongest force on any atom = 1.91 eV/Å
SMILES = O=S(=O)(F)c1cc(Br)cn[n+]1Br
HOMO level = -0.549 Eh
gap between HOMO and LUMO = 8.878 eV
molar mass = 320.94 g mol⁻¹

=====

No. 3
Below is H8O4 as an isolated structure in a non-equilibrium geometry, with properties calculated with ωB97M-V/def2-TZVPD.

Structure (ORCA input):
```
! RIJCOSX wB97M-V def2-TZVPD def2/J DEFGRID3
* xyz 0 1
O 0.606 0.396 1.989
H 0.238 1.197 2.363
H 0.294 0.389 1.084
O 1.357 -1.045 -0.537
H 1.800 -1.164 -1.376
H 1.358 -1.916 -0.139
O -1.703 0.613 -1.260
H -2.175 -0.113 -0.852
H -1.859 1.357 -0.679
O 0.036 0.308 0.130
H -0.629 0.318 -0.558
H 0.678 -0.338 -0.166
*
```

Results
strongest force on any atom = 10.82 eV/Å
HOMO level = -0.299 Eh
gap between HOMO and LUMO = 8.333 eV
molar mass = 72.06 g mol⁻¹

=====

No. 4
Below is C25H21N4PSSe2Ta as an isolated structure in a non-equilibrium geometry, with properties calculated with ωB97M-V/def2-TZVPD.

Structure (ORCA input):
```
! RIJCOSX wB97M-V def2-TZVPD def2/J DEFGRID3
* xyz 3 1
Ta 0.194 -0.266 -0.272
N 1.859 0.153 -4.083
C 1.654 -0.229 -2.839
S 0.155 -1.186 -2.496
N 2.472 0.046 -1.872
N 2.199 -0.496 -0.669
C 3.148 -1.116 0.034
C 4.549 -0.958 -0.227
C 5.482 -2.017 -0.112
C 6.824 -1.787 -0.308
C 7.290 -0.501 -0.587
C 6.381 0.547 -0.742
C 5.032 0.323 -0.599
C 2.579 -2.012 1.054
C 3.309 -2.805 1.941
C 2.641 -3.750 2.717
C 1.263 -3.853 2.627
C 0.597 -2.968 1.786
N 1.226 -2.079 1.031
H 1.250 -0.135 -4.834
H 2.701 0.659 -4.335
H 5.134 -3.028 0.031
H 7.524 -2.608 -0.254
H 8.349 -0.316 -0.692
H 6.738 1.542 -0.962
H 4.340 1.148 -0.681
H 4.377 -2.693 2.040
H 3.196 -4.400 3.378
H 0.705 -4.586 3.188
H -0.485 -2.996 1.710
Se -1.693 -0.489 1.395
P -2.475 1.291 0.244
Se -0.541 2.086 -0.713
C -3.677 0.619 -0.936
C -3.531 -0.660 -1.476
C -4.561 -1.191 -2.226
C -5.714 -0.450 -2.457
C -5.842 0.830 -1.940
C -4.829 1.372 -1.169
C -3.267 2.530 1.298
C -4.252 2.083 2.184
C -4.913 3.020 2.958
C -4.604 4.371 2.842
C -3.636 4.799 1.943
C -2.951 3.880 1.165
H -2.645 -1.267 -1.284
H -4.475 -2.194 -2.611
H -6.519 -0.884 -3.028
H -6.741 1.399 -2.115
H -4.938 2.353 -0.728
H -4.494 1.028 2.261
H -5.672 2.687 3.651
H -5.122 5.098 3.453
H -3.403 5.848 1.853
H -2.190 4.210 0.465
*
```

Results
strongest force on any atom = 1.81 eV/Å
HOMO level = -0.629 Eh
gap between HOMO and LUMO = 5.793 eV
molar mass = 779.38 g mol⁻¹

=====

No. 5
Below is C43H33CaCl5FN2O4PSi as an isolated structure in a non-equilibrium geometry, with properties calculated with ωB97M-V/def2-TZVPD.

Structure (ORCA input):
```
! RIJCOSX wB97M-V def2-TZVPD def2/J DEFGRID3
* xyz -2 1
Ca 0.277 -0.839 -1.228
O 3.382 -2.570 -1.835
C 3.070 -2.039 -0.782
O 2.279 -1.031 -0.625
C 3.649 -2.536 0.528
C 4.714 -3.428 0.522
C 5.303 -3.819 1.711
C 4.801 -3.338 2.914
C 3.711 -2.484 2.927
C 3.118 -2.064 1.735
P 1.755 -0.809 1.649
C 2.934 0.619 1.850
C 3.332 1.377 0.747
C 4.240 2.417 0.886
C 4.776 2.722 2.127
C 4.400 1.968 3.229
C 3.493 0.928 3.090
C 1.099 -0.971 3.393
C 0.742 0.098 4.215
C 0.025 -0.105 5.386
C -0.374 -1.380 5.754
C -0.082 -2.451 4.918
C 0.630 -2.241 3.750
H 5.065 -3.794 -0.434
H 6.153 -4.491 1.704
H 5.266 -3.624 3.851
H 3.320 -2.140 3.876
H 2.936 1.154 -0.228
H 4.518 2.997 0.014
H 5.487 3.533 2.237
H 4.825 2.184 4.203
H 3.225 0.347 3.963
H 1.032 1.106 3.934
H -0.233 0.742 6.013
H -0.915 -1.537 6.680
H -0.422 -3.447 5.177
H 0.832 -3.075 3.086
C -3.060 2.594 -3.960
Si -3.043 1.590 -2.335
C -4.766 1.872 -1.545
C -2.961 -0.255 -2.778
N -1.729 1.891 -1.338
C -1.319 2.958 -0.657
C -1.941 4.234 -0.532
C -1.425 5.231 0.278
C -0.256 5.047 1.014
C 0.413 3.826 0.901
C -0.114 2.862 0.084
F 0.514 1.660 -0.034
H -3.799 2.232 -4.680
H -2.074 2.527 -4.430
H -3.260 3.653 -3.774
H -5.587 1.559 -2.197
H -4.923 2.924 -1.287
H -4.838 1.298 -0.617
H -3.243 -0.456 -3.816
H -3.631 -0.838 -2.139
H -1.951 -0.642 -2.630
H -2.855 4.402 -1.092
H -1.945 6.182 0.347
H 0.131 5.829 1.656
H 1.339 3.632 1.432
Cl 0.483 0.709 -8.622
C 0.510 0.082 -6.990
C 0.809 0.932 -5.938
C 0.816 0.417 -4.659
Cl 1.172 1.414 -3.292
C 0.515 -0.938 -4.346
O 0.499 -1.366 -3.150
C 0.227 -1.744 -5.481
Cl -0.159 -3.406 -5.192
C 0.221 -1.255 -6.773
H 1.020 1.979 -6.106
H -0.003 -1.914 -7.601
Cl -2.921 -4.431 -2.442
C -3.138 -3.349 -1.102
C -4.366 -3.317 -0.449
C -4.566 -2.487 0.625
Cl -6.103 -2.536 1.459
C -3.558 -1.604 1.058
C -3.661 -0.724 2.157
C -2.633 0.135 2.429
C -1.504 0.137 1.596
N -1.355 -0.700 0.598
C -2.333 -1.592 0.337
C -2.040 -2.550 -0.718
O -0.876 -2.639 -1.208
H -5.161 -3.966 -0.789
H -4.552 -0.744 2.769
H -2.679 0.819 3.266
H -0.703 0.848 1.755
*
```

Results
strongest force on any atom = 2.90 eV/Å
HOMO level = -0.068 Eh
gap between HOMO and LUMO = 5.880 eV
molar mass = 937.15 g mol⁻¹

=====

No. 6
Below is a 2-piece molecular cluster, C6H13NO overall in a non-equilibrium geometry, with properties calculated with ωB97M-V/def2-TZVPD.

Structure (ORCA input):
```
! RIJCOSX wB97M-V def2-TZVPD def2/J DEFGRID3
* xyz 0 1
C -3.216 -0.503 0.627
C -2.034 -1.128 0.382
C -0.885 -0.797 -0.456
C 0.249 -1.461 -0.223
C 1.482 -1.179 -1.067
C 1.638 0.446 -1.354
N 2.696 1.053 -0.581
H -3.518 0.615 0.344
H -3.988 -0.965 1.216
H -1.973 -2.114 0.786
H -1.082 -0.154 -1.387
H 0.389 -2.287 0.406
H 2.387 -1.586 -0.806
H 1.479 -1.666 -2.063
H 0.479 0.797 -1.157
H 2.035 0.614 -2.441
H 3.564 0.628 -0.295
H 2.341 1.536 0.254
O -0.464 2.922 2.839
H -1.418 3.163 2.532
H -0.159 2.066 2.445
*
```

Results
strongest force on any atom = 4.07 eV/Å
SMILES = C=C/C=C/CCN.O
HOMO level = -0.315 Eh
gap between HOMO and LUMO = 9.288 eV
molar mass = 115.18 g mol⁻¹